No. 1
C12H11BeF2N | ωB97M-V/def2-TZVPD

Results
HOMO-LUMO gap ... 8.04 eV
Lowest unoccupied orbital energy ... -0.4 eV
Spin multiplicity ... 1
Highest occupied orbital energy ... -8.47 eV
Energy ... -19947.1143 eV

XYZ file:
```
27
Properties=species:S:1:pos:R:3:forces:R:3
Be -0.1947 -0.4084 0.2595 -1.6 0.9 0.5
C -0.7444 -1.9410 0.2609 0.1 -1.5 -0.9
H -0.7174 -1.9944 1.3210 -0.6 -1.0 1.2
H -1.7196 -2.0509 -0.2122 -0.1 -0.2 0.4
H -0.0377 -2.6396 -0.1989 -0.2 -0.4 0.4
H 0.0109 -0.8550 -1.0271 -0.6 -2.6 -0.8
H 0.3059 -0.2228 -1.1011 1.6 3.0 -1.4
F -4.0876 2.8144 -1.0575 0.7 0.3 0.5
C -2.9004 2.5331 -0.4468 -0.4 -1.6 -0.7
C -2.4724 1.1863 -0.4503 -1.4 1.2 -0.6
C -1.3194 0.9630 0.2218 3.4 -1.5 0.6
C -0.4434 1.9387 0.7573 -1.6 1.0 -0.4
C -0.9240 3.2587 0.6510 1.7 -1.1 1.5
F -0.1825 4.2668 1.2205 -0.7 0.1 -0.5
C -2.1453 3.5421 0.1278 -0.9 0.6 -0.4
C 0.8880 1.4981 1.2374 -0.5 -0.3 -0.4
C 1.8823 2.3866 1.6265 -0.2 -0.5 0.2
C 3.1451 1.9181 1.9373 -1.4 -1.0 -0.5
C 3.4188 0.5748 1.7155 -0.3 -1.5 -0.4
C 2.3855 -0.2948 1.2690 -0.2 0.7 0.2
N 1.1004 0.1380 1.1262 2.2 1.9 -0.2
H -2.9982 0.3631 -1.0109 0.3 1.1 0.8
H -2.5073 4.5499 0.1837 -0.2 0.3 -0.2
H 1.5907 3.4141 1.6858 0.3 0.3 0.2
H 3.8386 2.5930 2.3352 1.2 0.7 0.3
H 4.4236 0.1561 1.8643 -0.6 0.2 -0.1
H 2.5601 -1.3493 0.9672 -0.1 0.8 0.6
```
Forces are in eV/Å.

=====

No. 2
C32H34As2Cl3N3O8Ru | ωB97M-V/def2-TZVPD

Results
HOMO-LUMO gap (alpha / beta) ... 5.71 / 6.32 eV
Lowest unoccupied orbital energy (alpha / beta) ... -4.8 / -4.2 eV
Spin multiplicity ... 2
Highest occupied orbital energy (alpha / beta) ... -10.47 / -10.53 eV
Charge ... +1
Energy ... -216406.0115 eV

XYZ file:
```
83
Properties=species:S:1:pos:R:3:forces:R:3
Ru 1.0209 -0.1677 0.5322 0.5 0.8 1.0
C 2.5793 3.6568 -0.6965 0.0 -0.6 -0.2
As 2.1249 2.3783 0.7676 -0.9 0.6 -0.2
C 3.5391 2.8597 2.0514 0.0 -0.6 0.0
C 0.5832 3.3958 1.4094 -0.1 -0.1 0.0
C 0.7377 4.5255 2.2066 0.3 -0.1 -0.1
C -0.3698 5.2482 2.6222 0.0 0.1 0.0
C -1.6414 4.8682 2.2233 0.1 0.0 0.0
C -1.7987 3.7529 1.4211 -0.1 -0.2 -0.3
C -0.6955 3.0063 1.0242 0.4 -0.2 0.1
As -0.9627 1.3145 0.0998 -0.4 0.4 0.6
C -2.4460 0.5978 1.1516 0.3 -0.3 0.3
C -1.8092 1.9737 -1.5520 0.7 -0.5 -0.2
H 2.3700 4.6807 -0.3715 0.0 -0.3 0.2
H 1.9651 3.4372 -1.5747 0.1 0.0 0.1
H 3.6331 3.5713 -0.9714 -0.1 0.0 0.0
H 3.9284 3.8630 1.8688 -0.3 -0.1 -0.2
H 4.3597 2.1435 1.9599 -0.1 0.1 0.0
H 3.1391 2.7965 3.0648 0.0 -0.1 -0.1
H 1.7293 4.8418 2.5152 -0.1 0.0 0.0
H -0.2477 6.1112 3.2616 0.1 0.0 0.0
H -2.5054 5.4350 2.5391 0.0 0.0 0.0
H -2.7894 3.4423 1.1038 0.0 0.1 0.1
H -3.4169 0.7935 0.6992 0.2 0.0 -0.2
H -2.3905 1.0477 2.1440 0.1 0.0 -0.1
H -2.3059 -0.4765 1.2764 0.0 0.1 -0.1
H -2.7725 2.4303 -1.3169 0.1 -0.1 0.2
H -1.9419 1.1579 -2.2598 -0.1 0.0 0.0
H -1.1588 2.7267 -2.0012 0.0 -0.1 0.1
C 4.2388 0.5789 -1.8438 0.0 0.2 0.0
C 4.1168 -0.6258 -0.9925 -0.1 0.2 -0.2
N 3.0055 -1.0213 -0.3956 -1.1 0.3 0.4
C 3.2811 -2.2078 0.2362 0.5 -0.5 0.2
C 4.6005 -2.5287 0.0089 -0.6 -0.2 0.2
N 5.1001 -1.5107 -0.7599 -0.3 -0.1 0.1
C 5.5038 -3.6763 0.3337 -0.1 0.2 -0.1
O 4.9777 -4.7126 0.9299 0.0 -0.3 0.2
O 6.6595 -3.5900 -0.0046 0.0 -0.1 0.0
C 2.2246 -2.9386 1.0275 1.4 -0.3 -0.5
O 2.4802 -4.0834 1.4053 -0.2 0.0 0.2
O 1.1457 -2.3187 1.2150 -1.2 1.9 -0.2
H 4.8634 1.3332 -1.3616 0.0 0.0 -0.1
H 3.2429 0.9936 -2.0130 0.1 -0.1 0.0
H 4.6941 0.3222 -2.8003 0.0 0.1 0.0
H 6.0608 -1.5056 -1.0761 0.0 0.0 -0.1
H 4.0060 -4.6048 1.1738 0.2 0.3 -0.2
Cl 2.3299 0.1820 5.5158 0.1 0.0 0.0
C 1.6204 -0.4904 4.0559 -0.9 0.0 0.3
Cl 1.2623 -2.2070 4.2410 0.0 0.2 0.2
Cl 2.7707 -0.2840 2.7209 0.9 0.0 0.1
C 0.2618 0.3091 3.7264 1.0 -1.3 1.2
O -0.5514 0.3929 4.6041 -0.3 0.1 0.2
O 0.2337 0.7795 2.5656 -0.3 0.1 -3.1
C -5.8961 1.4113 -0.8607 -0.2 0.2 0.1
O -5.0855 0.2526 -0.8460 0.2 -0.4 0.0
C -4.4402 -0.1261 -1.9851 0.4 -0.3 -0.1
C -4.5733 0.4896 -3.2199 -0.1 0.0 0.2
C -3.8503 0.0237 -4.3065 0.1 -0.2 0.0
C -3.0018 -1.0635 -4.1769 0.0 0.1 -0.1
C -2.8606 -1.6962 -2.9547 -0.2 0.1 0.3
C -3.5699 -1.2366 -1.8490 -0.1 0.7 -0.9
N -3.6046 -1.8932 -0.6209 -0.2 -0.3 0.9
C -2.8476 -2.8488 -0.0922 0.2 0.0 -0.1
C -1.5563 -3.2863 -0.4086 0.2 0.8 -0.4
C -1.2101 -4.5996 -0.0007 0.5 -0.6 -0.1
C -0.0257 -5.1787 -0.3612 -0.5 -0.1 0.3
C 0.8944 -4.4634 -1.1511 -0.3 0.2 -0.1
C 0.6615 -3.1577 -1.4699 -0.3 0.2 -0.2
C -0.5090 -2.4682 -1.0120 0.3 -1.3 0.3
O -0.5678 -1.2041 -1.0212 0.2 1.3 0.1
H -6.1972 1.5658 0.1738 0.0 0.0 -0.1
H -6.7857 1.2767 -1.4781 0.0 0.0 0.0
H -5.3361 2.2818 -1.2113 0.0 0.0 0.0
H -5.2424 1.3236 -3.3530 -0.1 0.1 0.1
H -3.9628 0.5081 -5.2633 0.0 0.1 -0.1
H -2.4656 -1.4283 -5.0378 0.1 -0.1 -0.1
H -2.2378 -2.5725 -2.8614 0.1 0.0 0.0
H -4.4461 -1.6509 -0.1021 0.2 -0.2 0.0
H -3.3471 -3.4018 0.6994 -0.1 0.1 0.0
H -1.9353 -5.1611 0.5707 -0.1 -0.1 0.1
H 0.2164 -6.1809 -0.0467 -0.1 -0.1 0.0
H 1.8116 -4.9491 -1.4485 0.1 0.0 -0.1
H 1.3882 -2.5660 -2.0130 0.0 0.0 0.0
```
Forces are in eV/Å.

=====

No. 3
C33H43Cl5NO6S2SiW | ωB97M-V/def2-TZVPD

Results
HOMO-LUMO gap (alpha / beta) ... 5.89 / 7.25 eV
Lowest unoccupied orbital energy (alpha / beta) ... -0.9 / -1.1 eV
Spin multiplicity ... 2
Highest occupied orbital energy (alpha / beta) ... -6.74 / -8.30 eV
Relative energy (zero: lowest compared OMol25 entry of this formula, charge and spin) ... 33.5 kcal/mol
Energy ... -142685.7508 eV

XYZ file:
```
92
Properties=species:S:1:pos:R:3:forces:R:3
W 0.4246 1.0379 0.6908 1.4 0.3 0.8
O -1.4546 -0.1353 0.0881 0.1 0.1 0.0
N -2.5231 -0.2957 0.8508 0.0 0.2 0.8
C -3.6749 -0.6924 0.2827 -0.3 -0.2 -0.3
C -4.8217 -0.8504 1.0175 0.1 0.0 0.1
C -4.7893 -0.6231 2.3961 0.2 0.0 -0.2
C -3.6020 -0.2555 2.9714 0.0 -0.1 -0.2
C -2.4521 -0.0733 2.1925 0.2 -0.1 -0.2
S -0.9769 0.4192 2.8913 0.5 0.6 -0.6
H -3.6199 -0.8775 -0.7790 0.1 0.1 0.0
H -5.7316 -1.1521 0.5276 0.0 0.0 -0.1
H -5.6761 -0.7390 2.9973 -0.1 0.0 0.1
H -3.4958 -0.0905 4.0299 -0.1 0.1 0.1
Cl 2.5990 0.3943 2.8154 0.3 0.3 0.5
C 1.9614 1.9638 3.1911 -0.2 -0.2 -0.5
C 0.9850 2.4397 2.2997 0.6 0.0 1.0
C 0.4710 3.6969 2.6430 -0.1 -0.5 -0.6
Cl -0.7698 4.3309 1.6312 -0.3 0.6 0.2
C 0.8920 4.4359 3.7475 0.1 -0.3 -0.1
Cl 0.2064 5.9699 4.0791 -0.1 0.1 0.0
C 1.8644 3.9091 4.5930 0.0 -0.3 -0.2
Cl 2.3925 4.7719 5.9689 0.0 0.2 0.2
C 2.4029 2.6522 4.3144 -0.3 0.2 -0.3
Cl 3.5702 1.9658 5.3516 0.2 -0.2 0.2
C 3.1851 -0.8642 -2.0516 -0.2 -0.3 0.2
C 1.8800 -1.6242 -2.2637 -0.1 0.3 -0.6
C 2.0002 -2.5539 -3.4766 -0.1 0.3 0.4
C 0.7225 -0.6359 -2.4589 0.0 -0.1 0.6
O 1.5925 -2.4642 -1.1543 0.0 -0.1 0.5
Si 1.5968 -2.1952 0.4640 0.2 -0.5 -0.4
O 0.9704 -0.7382 0.7865 0.0 -0.4 -0.3
O 3.0562 -2.1381 1.1621 0.1 0.3 0.0
C 4.0366 -3.1548 1.3500 0.5 -0.4 0.2
C 3.5640 -4.1305 2.4269 0.0 0.2 -0.2
C 4.2758 -3.9015 0.0394 -0.1 0.3 0.2
C 5.3172 -2.4465 1.7989 -0.4 -0.1 -0.1
O 0.8289 -3.4634 1.1259 0.1 0.3 0.1
C -0.3151 -4.2218 0.7718 -0.6 -0.4 -0.1
C -0.0335 -5.0275 -0.4977 0.0 0.2 0.3
C -0.6026 -5.1584 1.9490 0.2 0.3 -0.3
C -1.5036 -3.2867 0.5623 0.4 -0.1 0.1
H 3.3730 -0.1798 -2.8748 0.0 0.1 -0.1
H 4.0136 -1.5605 -1.9731 0.2 -0.1 0.0
H 3.1299 -0.2905 -1.1273 0.1 0.0 0.0
H 2.2092 -1.9813 -4.3757 0.0 0.1 -0.1
H 1.0786 -3.1109 -3.6190 -0.2 -0.1 0.0
H 2.8060 -3.2616 -3.3084 0.2 -0.1 0.0
H 0.9482 0.0549 -3.2670 0.0 0.1 -0.1
H 0.5606 -0.0499 -1.5232 0.1 -0.5 -1.1
H -0.1942 -1.1741 -2.6887 -0.1 0.0 0.0
H 2.6003 -4.5370 2.1396 0.0 -0.2 0.1
H 3.4505 -3.6124 3.3749 0.0 0.1 0.2
H 4.2838 -4.9363 2.5445 0.1 -0.1 0.0
H 3.3350 -4.3070 -0.3200 -0.1 -0.2 -0.1
H 4.9907 -4.7077 0.1822 0.1 -0.1 0.0
H 4.6632 -3.2147 -0.7073 0.1 0.0 -0.1
H 5.1471 -1.9324 2.7406 0.0 0.1 0.1
H 5.6165 -1.7139 1.0546 0.1 0.1 -0.1
H 6.1174 -3.1698 1.9290 0.1 -0.1 0.0
H 0.7297 -5.7757 -0.3028 0.1 -0.1 0.0
H 0.3332 -4.3579 -1.2682 -0.1 0.0 -0.2
H -0.9380 -5.5257 -0.8369 -0.1 -0.1 0.0
H 0.2102 -5.8674 2.0739 0.1 -0.1 0.0
H -1.5257 -5.7035 1.7709 -0.1 -0.1 0.0
H -0.6969 -4.5759 2.8604 -0.1 0.1 0.2
H -1.2664 -2.5750 -0.2253 -0.1 0.1 -0.1
H -1.6828 -2.7413 1.4873 -0.1 0.1 0.1
H -2.3970 -3.8489 0.2985 -0.1 0.0 0.0
C -4.7557 6.1317 -3.7273 0.0 0.0 0.0
C -3.7125 5.2597 -3.1032 0.0 -0.1 0.1
C -4.0314 4.3990 -2.0577 0.1 0.1 -0.2
C -3.0854 3.6000 -1.4521 0.2 -0.1 0.2
C -3.5153 2.6591 -0.3673 0.0 0.0 0.1
C -1.7284 3.6547 -1.8829 -0.8 0.1 0.0
C -0.6711 2.9773 -1.2567 1.1 0.1 -0.2
O -0.7011 2.1775 -0.2078 -1.0 1.1 -1.2
C -1.4135 4.4957 -2.9967 0.0 -0.2 0.2
C -0.0275 4.5522 -3.5603 0.1 0.0 0.0
C -2.3989 5.2672 -3.5684 -0.2 0.0 0.2
H -5.6085 6.2531 -3.0628 -0.1 0.0 0.0
H -5.1097 5.6957 -4.6619 -0.1 0.0 -0.1
H -4.3526 7.1145 -3.9573 0.0 0.1 0.0
H -5.0546 4.3515 -1.7113 -0.1 0.0 0.1
H -4.4972 2.9285 0.0150 -0.1 0.0 0.0
H -2.8111 2.6448 0.4644 -0.1 0.0 0.0
H -3.5734 1.6493 -0.7774 0.0 0.0 0.1
H 0.3530 3.1474 -1.6108 -0.3 0.0 0.2
H 0.3235 3.5563 -3.8288 0.1 0.0 0.0
H 0.6736 4.9667 -2.8366 0.1 0.0 0.0
H -0.0071 5.1772 -4.4501 0.0 0.0 0.0
H -2.1447 5.9110 -4.3956 0.1 0.1 -0.2
S 2.1980 1.8908 -0.3697 -1.8 -0.7 1.2
```
Forces are in eV/Å.

=====

No. 4
NO5P | ωB97M-V/def2-TZVPD

Results
HOMO-LUMO gap ... 7.27 eV
Lowest unoccupied orbital energy ... 7.4 eV
Spin multiplicity ... 1
Highest occupied orbital energy ... 0.09 eV
Charge ... -2
Relative energy (zero: lowest compared OMol25 entry of this formula, charge and spin) ... 18.7 kcal/mol
Energy ... -21015.9401 eV

XYZ file:
```
7
Properties=species:S:1:pos:R:3:forces:R:3
O -0.2319 0.2574 1.9995 0.3 -2.0 -1.6
N -0.1376 -0.5004 0.9925 -0.9 -0.3 1.0
O -0.2395 -1.7541 1.0865 0.2 2.0 0.5
P 0.1297 0.3906 -0.8450 -2.9 2.1 -1.1
O -1.0319 1.4786 -0.7606 2.5 -2.5 0.0
O -0.0109 -0.6682 -1.9142 -0.5 0.0 0.8
O 1.5221 0.7961 -0.5587 1.2 0.7 0.4
```
Forces are in eV/Å.

=====

No. 5
C16H21NO | ωB97M-V/def2-TZVPD

Results
HOMO-LUMO gap ... 9.36 eV
Lowest unoccupied orbital energy ... 0.6 eV
Spin multiplicity ... 1
Highest occupied orbital energy ... -8.74 eV
Relative energy (zero: lowest compared OMol25 entry of this formula, charge and spin) ... 414.2 kcal/mol
Energy ... -20453.7062 eV

XYZ file:
```
39
Properties=species:S:1:pos:R:3:forces:R:3
C -2.6072 2.3328 1.5110 2.3 4.0 -3.3
C -1.7952 2.4220 0.3164 -3.2 2.6 4.6
H -1.5818 3.4766 -0.1686 -0.2 -2.4 1.2
C -1.2699 1.2396 -0.4588 0.9 4.9 -2.3
C 0.0782 0.9503 -0.1083 0.4 0.4 0.7
C 1.1565 0.9477 0.3924 1.3 -0.4 0.8
C 2.5024 0.7355 0.9184 2.0 4.7 -7.1
N 3.1934 -0.2393 -0.0571 -3.0 -1.3 4.2
C 4.6011 -0.2500 0.1662 1.5 0.7 1.6
C 5.4009 0.6790 -0.6567 -10.2 4.0 -3.2
H 5.0778 1.9509 -0.3516 0.8 -3.9 -1.3
H 6.3339 0.6813 -0.6841 8.3 -0.5 0.6
H 5.0693 0.3870 -1.7884 0.6 1.4 2.3
H 5.0350 -1.1872 0.0510 0.3 -2.3 -0.9
H 4.9105 -0.0940 1.1883 -0.4 0.4 1.1
C 2.5100 -1.5592 0.5205 -3.3 3.5 -10.7
C 2.7717 -2.6998 -0.6843 -3.4 9.2 -1.7
H 3.7381 -2.8747 -0.8004 4.2 -1.3 -0.1
H 2.4699 -1.9982 -1.7260 0.4 -2.6 2.9
H 2.1344 -3.3870 -0.3942 -2.8 -4.1 0.4
H 2.9310 -1.9541 1.2446 4.1 -2.9 7.6
H 1.3959 -1.2399 0.6921 2.2 -1.3 -0.5
H 2.6161 0.8590 1.9104 0.4 -1.4 3.8
H 3.0782 1.8220 0.6675 -1.4 -2.4 0.3
C -2.1020 0.1515 -0.4427 2.5 -7.7 9.4
C -1.7016 -0.8454 0.8422 -6.3 -4.2 -4.0
C -2.5110 -2.2058 1.0571 4.9 10.0 -2.1
C -3.5392 -2.1727 0.1868 -1.0 -14.0 9.4
C -3.9744 -1.5243 -0.7178 -3.0 8.8 -12.0
C -3.1272 -0.3730 -0.9658 -5.8 3.0 -7.6
H -3.3965 0.4453 -1.8994 0.0 -2.6 2.0
H -4.7510 -1.7504 -1.6120 1.7 0.3 2.9
H -4.1187 -3.1951 0.4027 0.5 1.7 -0.7
H -2.2928 -2.8042 1.8583 0.3 -1.6 1.5
H -0.9952 -0.6885 1.5121 3.5 1.2 2.7
O -1.2845 1.8434 -1.7692 2.5 -4.0 -4.2
H -0.7805 1.0003 -2.4690 -2.4 4.0 3.1
H -3.0537 3.2267 2.1821 1.4 -1.8 -2.2
H -2.8918 1.4285 1.9069 -0.4 -2.3 0.6
```
Forces are in eV/Å.